The following is a quantum chemistry calculation of one molecule with the formula C3H7ClN2O in a non-equilibrium geometry, from the OMol25 dataset.

```
! RIJCOSX wB97M-V def2-TZVPD def2/J DEFGRID3
* xyz 0 3
N -0.153 0.099 -0.332
O -1.527 0.407 0.082
Cl -4.028 0.417 0.213
H -0.042 1.956 -1.278
H 0.569 -0.008 1.660
C 0.431 -0.704 0.801
C -2.471 -0.370 -0.316
N -2.392 -1.509 -0.885
H 0.093 1.997 0.400
H -3.175 -2.025 -0.875
H 1.472 1.310 -0.713
H -0.311 -1.507 1.000
C 0.413 1.491 -0.446
H 1.479 -1.177 0.473
*
```

Kohn-Sham gap (alpha / beta), eV: 5.205 / 7.321
Total energy, a.u.: -763.1551
LUMO level (alpha / beta), Ha: 0.0279 / -0.0885



The following is a quantum chemistry calculation of C21H21IN6O5Ru as an isolated structure in a non-equilibrium geometry, from the OMol25 dataset.

```
! RIJCOSX wB97M-V def2-TZVPD def2/J DEFGRID3
* xyz 2 5
C 1.057 1.263 2.329
H -4.811 1.233 2.887
H 1.217 4.642 2.704
C 0.702 1.050 -3.475
C 0.905 2.793 -5.074
H -3.579 -4.841 0.760
H 1.882 -1.954 -2.866
C -2.750 -4.151 0.610
C -1.965 -1.849 1.335
H -1.799 -4.531 0.917
C 0.751 2.603 2.255
H -4.373 0.374 4.229
I 2.920 -1.084 2.757
C -4.481 -1.277 2.210
H -2.541 -4.095 -0.476
O 1.880 -2.551 -0.441
H 3.624 3.961 3.447
N 1.916 0.988 -1.423
H -0.331 2.553 -6.874
H 4.024 -3.682 -0.001
C -0.495 0.920 -5.534
C 2.772 -2.728 -1.280
H 4.567 -3.844 -1.535
N -4.292 -2.386 1.549
H 3.462 -2.517 -3.157
C -0.181 0.337 -4.315
H -5.529 -1.053 2.409
C -0.002 2.141 -5.922
H 1.237 3.786 -5.387
N 2.795 -2.184 -2.508
N 1.009 0.508 -2.081
C -2.161 -0.583 2.015
C -3.059 -2.775 1.158
C 2.869 3.255 3.084
C -3.443 -0.306 2.558
H 4.241 1.670 3.438
C 2.343 0.913 2.809
O 0.254 -0.412 -1.595
H -0.222 2.922 1.946
C 1.605 3.609 2.659
N 3.820 -3.528 -0.964
H -1.311 1.074 2.955
O 2.062 0.401 -0.274
O -2.951 1.767 3.657
N 0.122 0.258 1.828
C -1.050 0.307 2.309
O -0.854 -2.178 0.744
H -1.276 0.424 -6.123
C -3.900 0.820 3.356
H -0.632 -0.631 -3.972
C 3.216 1.936 3.141
C 1.290 2.259 -3.833
Ru 0.861 -0.946 0.397
H -3.420 2.588 3.854
H 2.006 2.731 -3.194
*
```

Kohn-Sham gap (alpha / beta), eV: 7.540 / 5.400
Total energy, a.u.: -1909.4709
LUMO level (alpha / beta), Ha: -0.2409 / -0.3250



The following is a quantum chemistry calculation of C20H15F6N5O2PPtS as an isolated structure, from the OMol25 dataset.

```
! RIJCOSX wB97M-V def2-TZVPD def2/J DEFGRID3
* xyz 2 6
F -0.590 1.246 -0.992
H -2.973 -6.300 -0.266
H 3.882 1.979 -2.562
H -4.045 -1.083 0.623
H -3.521 -4.434 1.238
C 3.546 -0.111 -3.086
C 2.830 -1.232 -2.847
N -3.418 -0.590 1.264
C -2.403 -5.382 -0.296
C 2.035 1.356 2.166
H 3.427 2.255 3.508
C -1.963 -3.132 0.490
P -1.405 2.575 -1.987
N -0.096 -1.934 -0.585
C 1.814 -1.202 -1.824
F -0.566 1.986 -3.194
C 0.276 2.665 1.387
C 0.727 3.752 2.109
F -2.100 3.702 -2.798
H 2.525 0.392 2.153
C -2.703 -4.347 0.535
C 0.863 -2.167 -1.595
S 0.715 -3.725 -2.326
C -1.679 -0.791 3.407
C 3.326 1.082 -2.325
H -1.090 -6.081 -1.902
H -0.595 2.738 0.754
H -3.006 0.442 -0.464
F -2.126 2.958 -0.589
F -0.148 3.459 -1.538
H -2.492 1.138 0.958
N 2.775 5.615 4.256
O -2.483 -1.056 4.175
Pt 0.279 -0.165 0.407
O -0.810 -0.547 2.652
H -2.247 -2.290 1.114
F -2.546 1.482 -2.232
C 2.370 4.730 3.648
H 4.285 -0.099 -3.876
H 2.974 -2.125 -3.441
C 1.709 -0.019 -0.966
H 0.189 4.688 2.055
C 1.870 3.619 2.883
H 2.239 2.033 -0.719
C -0.589 -4.081 -1.280
N 0.923 1.491 1.414
C -1.323 -5.259 -1.236
C 2.397 1.110 -1.256
N -2.709 0.264 0.492
C -0.885 -3.000 -0.414
C 2.536 2.393 2.913
*
```

Kohn-Sham gap (alpha / beta), eV: 6.261 / 5.460
Total energy, a.u.: -2652.8625
LUMO level (alpha / beta), Ha: -0.2529 / -0.3958



The following is a quantum chemistry calculation of C23H25Co2O7Si as an isolated structure in a non-equilibrium geometry, from the OMol25 dataset.

```
! RIJCOSX wB97M-V def2-TZVPD def2/J DEFGRID3
* xyz -1 1
C -1.204 5.242 -0.489
H 2.696 0.169 1.087
H -4.107 3.952 -4.809
O 2.612 5.829 -2.318
H 0.003 1.347 -3.847
C -2.444 3.689 -3.487
Co 1.067 3.532 -1.373
H -1.851 -2.789 2.321
H 1.369 -1.280 4.777
C 2.086 2.335 -2.178
H -0.701 6.119 -0.063
H 3.350 -1.184 2.032
H 1.592 -1.380 -0.258
H 0.022 -3.132 -0.548
C -0.961 1.838 -3.998
H 0.762 -5.479 4.401
H -1.554 0.531 -5.587
H -0.886 -5.031 4.916
C 2.422 -0.717 1.670
C -0.584 3.140 -1.914
H 1.861 -0.376 2.550
C -2.083 1.342 -0.433
C 1.091 -2.302 5.068
C 1.500 -4.705 -0.464
O 1.336 -3.222 2.453
C -1.318 -2.255 3.119
H -3.601 1.884 -6.153
H -0.573 -5.503 3.227
H 2.011 -2.845 5.327
H -2.282 5.147 -0.355
C -2.954 2.186 -5.327
C 1.159 -2.814 1.179
H 0.451 -2.250 5.960
C 1.623 3.430 0.313
O 2.073 3.514 1.379
C -0.124 1.373 1.157
C 1.628 -1.602 0.801
O 2.840 1.591 -2.646
H 2.051 -5.286 0.286
C -0.485 4.312 -1.126
Co -0.398 1.698 -0.557
H 2.205 -4.137 -1.078
H -1.072 -1.248 2.753
C 0.176 0.395 -1.560
H 0.956 -5.400 -1.106
O 0.424 -0.567 -2.172
C 0.501 -3.772 0.211
C -1.341 2.882 -3.134
C -0.161 -4.967 4.093
H -0.282 -4.351 0.727
C 1.941 4.965 -1.944
C -1.810 1.436 -5.027
H -2.660 4.579 -2.898
O -0.105 1.109 2.290
Si 0.171 -3.182 3.718
H -1.997 -2.152 3.978
C -3.244 3.329 -4.572
O -3.197 1.035 -0.372
*
```

Kohn-Sham gap, eV: 6.664
Total energy, a.u.: -4473.1844
LUMO level, Ha: 0.0921



The following is a quantum chemistry calculation of C9H26CoO8 as an isolated structure in a non-equilibrium geometry, from the OMol25 dataset.

```
! RIJCOSX wB97M-V def2-TZVPD def2/J DEFGRID3
* xyz 0 4
H -5.328 -0.048 -3.697
H 3.783 2.096 2.300
H -0.107 1.840 2.554
C 0.605 -1.625 3.391
H -5.676 -0.789 -2.223
H 0.074 0.930 -2.507
O -1.067 1.608 0.689
H 0.755 -1.511 1.449
H 3.045 2.482 -0.050
H -3.258 -1.720 -3.883
H -0.429 -1.293 3.497
H -3.766 -2.270 -2.276
H -5.776 -1.796 -3.654
H 1.866 1.970 -4.092
H 4.872 1.391 1.179
C 2.812 1.549 0.476
O 1.199 -1.105 2.208
C -3.769 -1.409 -2.966
H 1.993 0.230 -0.705
H 1.805 2.145 -2.355
C 1.415 -1.140 4.588
O 2.904 0.498 -0.503
H 0.706 -2.716 3.381
C 3.846 1.302 1.543
O 0.194 -0.265 -1.148
Co -0.163 -3.938 -1.267
O -0.640 -2.136 -2.076
H 3.714 0.347 2.048
C -1.081 1.636 2.103
H 0.978 3.366 -3.376
H -2.168 -0.681 -2.051
H 1.437 -0.050 4.594
H 1.810 1.565 0.907
O 0.047 1.517 -3.289
C 1.234 2.314 -3.268
O 0.625 -2.301 -0.338
H -1.446 0.678 2.494
H 0.988 -1.505 5.524
O -3.061 -0.400 -2.270
C 0.070 -1.493 -1.191
H -0.475 0.890 0.427
H 2.429 -1.540 4.573
H -1.800 2.379 2.446
C -5.196 -1.003 -3.184
*
```

Kohn-Sham gap (alpha / beta), eV: 5.072 / 5.047
Total energy, a.u.: -2343.0506
LUMO level (alpha / beta), Ha: -0.1409 / -0.1418



The following is a quantum chemistry calculation of a 10-piece molecular cluster, C16H52N8O10 overall in a non-equilibrium geometry, from the OMol25 dataset.

```
! RIJCOSX wB97M-V def2-TZVPD def2/J DEFGRID3
* xyz 0 1
N -24.117 -10.787 -2.222
H -18.387 -13.125 -3.788
H -19.338 -10.742 -11.359
O -18.119 -13.328 -7.533
H -19.696 -12.917 -2.628
H -17.673 -10.745 -3.377
H -20.169 -14.802 -7.486
H -20.041 -10.193 -9.843
H -20.663 -7.542 -12.537
H -22.859 -10.260 -6.143
C -25.163 -8.291 -9.675
C -18.661 -11.090 -3.077
C -24.470 -9.477 -10.292
H -19.593 -10.490 -7.481
H -23.815 -8.284 -5.007
H -16.006 -15.487 -6.279
H -16.037 -13.388 -7.368
H -21.333 -8.714 -11.385
N -15.384 -9.885 -6.684
H -19.067 -10.702 -4.916
C -25.847 -8.156 -5.678
H -24.743 -10.551 -11.894
H -18.032 -12.888 -2.050
O -27.050 -7.539 -5.259
H -23.412 -9.367 -7.550
C -21.463 -9.792 -7.619
N -21.873 -10.261 -2.388
O -23.042 -10.797 -4.242
H -20.425 -13.079 -5.687
O -25.007 -9.671 -11.612
H -24.615 -7.937 -8.791
H -24.053 -10.732 -1.224
H -22.775 -6.687 -10.477
C -18.680 -12.599 -2.879
H -23.412 -9.198 -10.397
O -17.953 -10.761 -8.514
H -14.408 -9.930 -6.459
H -21.726 -10.257 -1.397
N -19.271 -10.593 -10.370
N -17.033 -11.103 -10.558
O -21.268 -9.150 -8.667
H -21.082 -10.180 -3.012
O -15.850 -9.476 -4.500
H -17.737 -9.115 -7.024
H -21.095 -7.343 -9.175
C -21.755 -6.701 -10.882
C -21.534 -7.785 -11.930
H -18.047 -12.468 -7.980
H -27.772 -7.823 -5.825
H -25.167 -7.413 -10.319
H -18.960 -10.608 -2.146
C -24.770 -7.876 -4.668
N -17.480 -9.137 -6.051
H -22.412 -12.092 -5.455
H -15.690 -9.909 -7.639
H -20.673 -10.989 -6.167
H -25.988 -9.243 -5.770
H -24.458 -10.404 -9.715
H -17.447 -15.072 -5.301
N -20.448 -10.396 -6.950
C -17.001 -15.041 -6.294
H -17.612 -15.662 -6.949
C -18.079 -10.765 -9.756
C -20.978 -14.077 -7.509
C -16.209 -9.475 -5.671
H -22.422 -7.957 -12.537
H -16.918 -12.937 -5.914
H -18.051 -8.625 -5.402
H -17.136 -11.243 -11.546
H -16.140 -11.319 -10.157
H -24.926 -8.420 -3.732
O -20.840 -6.656 -9.811
H -21.865 -14.496 -7.986
N -22.698 -9.873 -7.061
O -22.397 -12.642 -6.250
H -24.941 -11.155 -2.663
O -19.607 -10.716 -4.117
H -24.651 -6.820 -4.432
H -26.168 -8.515 -9.313
H -21.538 -14.365 -5.427
H -20.665 -13.221 -8.112
C -16.943 -13.602 -6.790
H -21.675 -5.741 -11.407
H -25.521 -7.847 -6.681
C -21.315 -13.550 -6.133
C -23.008 -10.697 -3.018
*
```

Kohn-Sham gap, eV: 9.853
Total energy, a.u.: -1831.4070
LUMO level, Ha: 0.0122
SMILES string: NC(N)=O.NC(N)=O.NC(N)=O.NC(N)=O.CCO.CCO.CCO.CCO.CCO.CCO



The following is a quantum chemistry calculation of C45H43BiN7OSi as an isolated structure, from the OMol25 dataset.

```
! RIJCOSX wB97M-V def2-TZVPD def2/J DEFGRID3
* xyz 1 1
C 5.104 4.507 2.528
H -2.693 -5.514 -0.646
C -3.763 0.519 -3.455
H -0.916 2.876 3.213
H 2.032 -3.252 0.152
H -1.366 -3.875 1.816
H 2.824 -5.462 0.973
C 2.322 -2.379 -4.636
C 2.819 3.912 2.576
Si 2.265 -0.382 -2.618
C 3.796 4.882 2.783
H -1.626 -6.161 -2.803
H -1.492 -0.096 3.906
C -1.234 -5.333 -2.222
H 0.357 -4.850 -3.606
H -0.208 -0.142 -4.295
C -1.691 1.462 -2.654
H 2.400 -6.176 3.288
C 2.056 -5.201 2.963
H 4.512 -1.314 -2.141
H 2.366 2.367 -0.095
C -1.371 0.246 -2.020
H -0.957 -1.269 -6.354
C 2.292 -4.795 1.639
C -2.898 1.592 -3.349
H 5.901 5.225 2.677
H 3.609 -1.051 -0.636
N -0.261 -3.193 -0.738
H 3.551 5.886 3.117
C 2.300 3.276 -0.688
C 0.984 2.682 2.334
O -2.005 -2.035 1.093
C -0.494 2.401 2.318
C 3.115 2.624 2.126
H -4.107 -1.540 -2.946
C 4.438 2.258 1.879
H 6.461 2.951 1.921
H 1.203 -4.698 4.880
C -0.581 0.171 3.368
H 3.919 6.212 -1.173
N 0.292 -2.088 3.969
N 1.942 1.874 1.986
H -3.181 2.539 -3.794
H -0.041 5.674 -3.819
H 0.881 4.681 3.049
H 1.170 -2.985 -2.209
H -0.924 2.925 1.461
C -1.944 -3.446 0.990
C -2.261 -0.819 -2.127
H 2.370 1.753 -3.877
C 1.243 3.435 -1.610
N 0.652 -1.450 1.870
C -0.865 3.773 -3.340
H -2.042 -1.756 -1.637
H -1.689 3.866 -4.032
C 2.130 5.630 -2.170
H 4.680 1.253 1.544
C -0.729 2.585 -2.577
C 3.103 1.104 -3.380
H 3.797 0.740 -4.149
C -1.829 -4.972 -1.024
H -1.096 -1.723 1.000
C 3.159 5.448 -1.290
H 0.050 0.732 4.060
C 0.395 -0.946 -4.712
C -3.435 -0.691 -2.857
C 1.893 -3.021 -5.794
H 4.033 4.121 0.190
H -2.961 -3.822 1.065
C 3.232 4.261 -0.529
N 0.313 2.429 -1.779
C 0.139 -1.114 3.022
C 1.142 4.633 -2.335
N 1.441 3.920 2.709
C 0.314 -3.564 -1.889
H -4.695 0.629 -3.999
H -1.816 0.912 1.892
H 2.482 -3.830 -6.216
C 0.975 -3.144 3.380
C 1.580 -1.332 -4.077
C 0.713 -2.622 -6.413
C 5.422 3.210 2.087
H -0.035 -2.048 4.917
C 0.054 4.766 -3.229
H 2.050 6.546 -2.750
C -0.036 -1.583 -5.871
H 0.378 -3.121 -7.316
C -0.137 -4.615 -2.671
H 3.251 -2.700 -4.164
C 3.522 -1.395 -1.673
H 3.670 1.707 -2.665
C -1.320 -3.897 -0.312
Bi 0.468 0.375 -0.742
C 1.862 -3.565 1.177
N -0.860 0.997 2.203
C 1.392 -4.383 3.859
H 3.252 -2.457 -1.651
C 1.189 -2.730 2.067
*
```

Kohn-Sham gap, eV: 7.176
Total energy, a.u.: -2703.1415
LUMO level, Ha: -0.1078



The following is a quantum chemistry calculation of C6H10N2 as an isolated structure in a non-equilibrium geometry, from the OMol25 dataset.

```
! RIJCOSX wB97M-V def2-TZVPD def2/J DEFGRID3
* xyz 0 1
C -1.787 1.698 -0.306
N -0.748 0.786 0.113
H 0.864 2.148 -0.133
H -1.404 2.719 -0.423
C -0.502 -1.109 0.080
C -1.524 -1.773 0.561
C 1.420 0.054 -0.028
H 0.778 -1.325 -1.615
N 2.747 0.129 0.365
C 0.800 -1.257 -0.524
C 0.541 1.116 -0.018
H -2.211 1.392 -1.269
H -2.339 -1.265 1.061
H -1.654 -2.832 0.361
H 2.944 0.627 1.222
H -2.597 1.708 0.428
H 1.358 -2.114 -0.137
H 3.312 -0.700 0.261
*
```

Kohn-Sham gap, eV: 7.056
Total energy, a.u.: -343.9907
LUMO level, Ha: 0.0386



The following is a quantum chemistry calculation of a 3-piece molecular cluster, CH7O3 overall in a non-equilibrium geometry, from the OMol25 dataset.

```
! RIJCOSX wB97M-V def2-TZVPD def2/J DEFGRID3
* xyz -1 1
H -1.929 -0.031 0.690
H 0.482 -0.432 0.898
O 0.613 0.739 -0.187
O 0.257 -1.092 1.647
C 0.871 -0.039 -1.287
O -1.835 0.918 0.623
H 1.329 0.507 -2.135
H -0.084 -0.470 -1.706
H -0.175 -0.382 2.164
H -0.951 1.244 0.278
H 1.421 -0.962 -0.985
*
```

Kohn-Sham gap, eV: 7.958
Total energy, a.u.: -268.0239
LUMO level, Ha: 0.1684



The following is a quantum chemistry calculation of a 2-piece molecular cluster, C5H10 overall in a non-equilibrium geometry, from the OMol25 dataset.

```
! RIJCOSX wB97M-V def2-TZVPD def2/J DEFGRID3
* xyz 0 1
H 0.010 2.375 -1.293
C -0.872 0.026 0.238
C 0.924 2.207 0.545
H 0.583 -3.067 -0.175
H 0.790 0.895 -1.197
C 0.281 1.615 -0.550
H -0.117 -2.018 -1.465
H 0.562 -1.195 1.332
H -1.768 -0.107 -0.365
H 0.893 1.727 1.510
H 1.239 3.242 0.536
H -1.108 -2.867 -0.304
C -0.102 -1.123 0.481
C -0.167 -2.312 -0.407
H -1.148 0.602 1.114
*
```

Kohn-Sham gap (alpha / beta), eV: 7.673 / 7.586
Total energy, a.u.: -196.3285
LUMO level (alpha / beta), Ha: 0.0111 / 0.0038
SMILES string: C=CC.C=C